No. 1
{
  "formula": "C14H32N3",
  "method": "wB97M-V/def2-TZVPD",
  "lumo_ev": -3.55,
  "e_homo_ev": -13.0,
  "molar_mass_g_mol": 242.4,
  "spin_multiplicity": 1,
  "total_charge": 1,
  "gap_ev": 9.5,
  "symbols": ["N", "N", "N", "C", "C", "C", "C", "C", "C", "C", "C", "C", "C", "C", "C", "C", "C", "H", "H", "H", "H", "H", "H", "H", "H", "H", "H", "H", "H", "H", "H", "H", "H", "H", "H", "H", "H", "H", "H", "H", "H", "H", "H", "H", "H", "H", "H", "H", "H"],
  "coordinates": [[-1.86176, 0.93810, 0.51627], [-1.30032, 3.30629, 0.53249], [-2.09620, 2.31711, -1.46562], [-0.21037, -0.74470, -1.56496], [-0.88308, 3.28885, 1.95985], [3.81489, -0.78637, 0.35574], [-2.68937, -1.42353, -1.03160], [-1.16311, -1.90716, -1.04968], [3.17200, -1.90551, 1.27357], [-3.25612, -1.10475, 0.41469], [2.91564, -0.33240, -0.87617], [1.60305, -1.80056, 1.45742], [-3.26874, 0.47488, 0.69004], [2.33937, -1.52554, -1.74060], [-1.73231, 2.21045, -0.05536], [0.98056, -1.21360, -2.49302], [0.54415, 2.55527, 2.07823], [1.17398, -0.41570, -3.27456], [-1.26674, 0.78192, 1.32917], [-1.67675, 2.82957, 2.60228], [-3.63511, 0.70902, 1.73431], [3.57674, 0.28298, -1.56362], [-0.84161, -0.01463, -2.16577], [3.98867, 0.11781, 1.02044], [4.85104, -1.09564, 0.01475], [1.29402, 3.12889, 2.67496], [-3.29127, -2.30538, -1.41827], [-2.86848, -0.59319, -1.77989], [-1.25034, 2.05596, -1.98165], [0.13963, -0.17171, -0.66337], [1.23074, -2.21863, 2.44122], [-2.37104, 3.28491, -1.64497], [-4.31505, -1.47147, 0.48012], [0.68649, -2.14165, -3.05942], [-0.90515, -2.15609, 0.02809], [-1.02834, -2.87665, -1.61464], [2.20661, -2.49218, -1.18180], [-2.62855, -1.57384, 1.23313], [-1.25390, 4.18311, 0.01435], [0.88136, 2.35643, 1.01442], [0.34051, 1.52503, 2.50716], [3.71394, -1.96158, 2.26572], [3.37311, -2.89843, 0.76289], [-0.69792, 4.35989, 2.26956], [3.11275, -1.74048, -2.54306], [1.19459, -0.75667, 1.36181], [1.13227, -2.46132, 0.66688], [2.14511, 0.37980, -0.47255], [-3.91956, 1.00307, -0.05899]],
  "mulliken_charge": [0.35, -0.12, -0.47, 0.98, -0.49, -0.73, -0.75, -0.54, -0.76, -0.67, 0.14, -0.29, -0.77, -0.69, -0.11, -1.26, -0.74, 0.31, 0.21, 0.27, 0.29, 0.46, 0.25, 0.31, 0.33, 0.42, 0.36, 0.38, 0.27, -0.65, 0.47, 0.29, 0.35, 0.41, 0.06, 0.45, 0.31, 0.32, 0.27, 0.16, 0.22, 0.36, 0.32, 0.35, 0.41, -0.16, 0.05, -0.37, 0.44]
}

=====

No. 2
{
  "formula": "C14H32N4O23S4",
  "method": "wB97M-V/def2-TZVPD",
  "relative_energy_kj_mol": 0.00,
  "lumo_ev": 0.10,
  "e_homo_ev": -8.9,
  "molar_mass_g_mol": 752.7,
  "spin_multiplicity": 1,
  "total_charge": 0,
  "gap_ev": 9.0,
  "symbols": ["S", "S", "S", "S", "O", "O", "O", "O", "O", "O", "O", "O", "O", "O", "O", "O", "O", "O", "O", "O", "O", "O", "O", "O", "O", "O", "O", "N", "N", "N", "N", "C", "C", "C", "C", "C", "C", "C", "C", "C", "C", "C", "C", "C", "C", "H", "H", "H", "H", "H", "H", "H", "H", "H", "H", "H", "H", "H", "H", "H", "H", "H", "H", "H", "H", "H", "H", "H", "H", "H", "H", "H", "H", "H", "H", "H", "H"],
  "coordinates": [[1.10727, -3.44352, -4.86697], [-0.98795, -0.12879, -0.47894], [3.55830, 3.52936, 2.38915], [-0.87463, 0.16394, 6.11049], [2.23215, -2.64769, -4.44402], [3.71473, -1.77387, 0.58601], [-1.26907, 0.53923, -1.70552], [0.90333, -4.81558, -3.92666], [-1.42307, -0.61847, 7.45330], [2.84156, -0.35368, -0.82733], [2.93183, 4.98624, 1.72336], [-1.13413, -0.62723, 4.91330], [0.69765, 0.01164, 6.70348], [-1.36382, 1.57629, 6.09800], [5.14921, 4.01552, 2.11262], [-3.08555, -3.84443, 3.81646], [-1.94182, 0.48411, 0.75524], [-0.34278, 2.07939, -6.55544], [-1.31504, -5.01170, 3.40757], [-2.91591, 3.43368, -2.07263], [3.19877, 3.32240, 3.78099], [-0.30466, -2.82061, -4.29668], [0.43682, 0.29504, 0.26168], [0.94624, -3.87539, -6.24481], [3.29019, 2.47030, 1.44789], [-3.18270, 5.52253, -1.41360], [-1.10143, -1.60839, -0.53120], [2.95535, -1.47769, -0.35865], [-1.29877, 0.00669, -6.38251], [-3.15002, 4.29943, -1.23500], [-2.11914, -4.15820, 3.16465], [-0.99775, -3.71440, -3.43642], [-1.14314, 0.73287, 1.88530], [-1.25975, 0.08160, -4.90721], [-1.86906, -3.31564, 1.98631], [2.09989, -2.57586, -0.95932], [0.25655, 1.21903, 1.36126], [3.93069, 5.74862, 1.02092], [5.20405, 4.97828, 1.05678], [-0.67221, -0.32217, 8.56727], [-3.44640, 3.79584, 0.19458], [0.64918, 0.26898, 8.06630], [-0.71977, 0.99305, -7.07019], [-0.42889, -5.14707, -3.61394], [-1.57656, -1.32482, -6.99925], [5.98507, 5.72769, 1.18517], [1.91043, -3.42527, -0.30304], [-1.17688, 0.34279, 9.26815], [1.13948, -2.08347, -1.11188], [-0.67208, -1.78362, -7.39868], [-3.63601, 2.72554, 0.27587], [-2.24652, -0.12266, -4.49169], [-1.10671, -0.10516, 2.58135], [1.09187, 0.97413, 2.01730], [-2.63574, -3.32629, 1.21160], [-0.97208, 1.09948, -4.64403], [-2.08504, -3.75223, -3.50324], [2.59285, -2.92409, -1.86697], [-1.69936, 1.50385, 2.41850], [-2.32075, -1.20706, -7.78690], [-0.55278, -0.50476, -4.32028], [-1.77226, -2.28089, 2.31501], [-0.84393, -5.68335, -4.46731], [0.74302, 1.30457, 8.39317], [-0.47415, -5.64874, -2.64732], [0.14225, 2.27142, 1.10143], [5.22786, 4.45794, 0.09930], [1.54325, -0.17356, 8.50552], [-0.57642, 0.69182, -8.11944], [3.52816, 5.98632, 0.03626], [-0.42556, -1.25093, 9.08172], [-0.92679, -3.60959, 1.52391], [3.99829, 6.71773, 1.51524], [-0.86381, -3.36180, -2.41376], [-2.59774, 4.14415, 0.78324], [-4.38045, 4.27214, 0.49257], [-2.11724, -1.92496, -6.26739]],
  "mulliken_charge": [1.15, 0.89, 1.08, 1.00, -0.52, -0.58, -0.48, -0.39, -0.29, -0.47, -0.37, -0.40, -0.33, -0.57, -0.35, -0.56, -0.29, -0.61, -0.56, -0.46, -0.53, -0.13, -0.21, -0.56, -0.39, -0.53, -0.42, 0.91, 0.15, 0.84, 1.00, -0.06, 0.22, -0.91, -0.46, -0.27, -0.15, -0.29, -0.26, -0.30, -0.63, -0.27, 0.07, -0.37, -0.96, 0.31, 0.27, 0.28, -0.20, 0.35, 0.19, 0.30, -0.46, 0.41, 0.30, 0.47, 0.36, 0.29, 0.41, 0.39, 0.17, -0.06, 0.30, 0.25, 0.33, 0.17, 0.28, 0.33, 0.33, 0.29, 0.26, 0.27, 0.24, -0.07, 0.24, 0.35, 0.26]
}

=====

No. 3
{
  "formula": "C14H32N6O6PdS",
  "method": "wB97M-V/def2-TZVPD",
  "relative_energy_kj_mol": 173.64,
  "lumo_ev": [-0.68, -1.15],
  "e_homo_ev": [-5.2, -7.6],
  "molar_mass_g_mol": 518.9,
  "spin_multiplicity": 3,
  "total_charge": 0,
  "gap_ev": [4.5, 6.4],
  "symbols": ["Pd", "S", "O", "O", "O", "O", "O", "O", "N", "N", "N", "N", "N", "N", "C", "C", "C", "C", "C", "C", "C", "C", "C", "C", "C", "C", "C", "C", "H", "H", "H", "H", "H", "H", "H", "H", "H", "H", "H", "H", "H", "H", "H", "H", "H", "H", "H", "H", "H", "H", "H", "H", "H", "H", "H", "H", "H", "H", "H", "H"],
  "coordinates": [[-0.36486, 1.28366, -0.51186], [-1.02986, -0.68978, 1.27719], [-2.55423, 3.03748, -0.43807], [0.39900, 0.84355, -3.08777], [-0.64947, -1.35391, -1.66283], [-1.96873, 5.65908, -2.63205], [2.22911, -0.36688, -0.64087], [-0.14401, 4.24590, 0.02847], [1.59479, 0.83709, -0.29512], [-2.29185, 1.78910, -0.56668], [1.32556, -2.00730, 1.80236], [0.46395, 3.03197, 0.09555], [-0.36072, -3.16485, 0.68786], [-1.30238, -0.51171, -0.88687], [3.22248, -3.14454, 2.93224], [-0.24155, -5.58075, 1.08413], [0.07057, -2.03137, 1.24989], [3.67663, 1.32972, 0.93984], [1.71943, -2.92494, 2.90299], [0.42020, -4.38861, 0.42593], [2.37333, 4.12828, 1.24635], [2.35377, 1.70104, 0.37021], [-2.70442, -0.46059, -1.01740], [-3.41425, -1.73690, -1.28018], [-4.70331, 1.14284, -0.86031], [1.71493, 2.97837, 0.56815], [-3.23962, 0.82243, -0.83309], [-1.31281, 4.54632, -3.24644], [1.30986, 0.86544, -2.72133], [1.62264, -1.05169, 2.00472], [-1.11460, 4.00477, -0.13450], [-4.94018, 1.91868, -1.60153], [-5.04527, 1.50044, 0.12126], [-5.29881, 0.25544, -1.11709], [0.29051, -6.49155, 0.79912], [-1.15931, 4.69074, -4.33112], [-0.34402, 4.36369, -2.75938], [-1.96227, 3.67894, -3.08239], [-1.28742, -5.67112, 0.77395], [3.59804, -3.48701, 1.96201], [4.02748, 0.39979, 0.47703], [3.58767, 1.15627, 2.02464], [3.44908, -3.91308, 3.67883], [-3.09576, -2.16146, -2.24701], [1.62439, 4.87606, 1.54935], [2.92768, 3.79314, 2.13437], [0.06536, -0.05836, -2.88127], [1.44196, -4.21149, 0.77261], [1.39414, -2.47649, 3.85675], [3.08724, 4.62178, 0.56905], [3.75523, -2.22985, 3.21889], [0.46077, -4.53935, -0.66402], [4.41763, 2.12463, 0.79887], [-4.50083, -1.59433, -1.31472], [1.52962, -0.93472, -1.04513], [-1.64231, 6.46618, -3.08243], [-1.20849, -3.06543, 0.13123], [-0.22306, -5.47677, 2.17290], [1.17848, -3.87148, 2.78650], [-3.22715, -2.49654, -0.50179]],
  "mulliken_charge": [0.61, -0.09, -0.82, -0.62, -0.78, -0.52, -0.59, -0.52, 0.35, 0.68, 0.13, 0.00, 0.19, 0.62, -1.21, -1.13, 0.17, -1.63, -0.34, -0.68, -1.43, -0.08, 0.29, -1.53, -1.41, 0.55, 0.14, -0.31, 0.34, 0.18, 0.55, 0.32, 0.30, 0.38, 0.37, 0.39, 0.15, 0.04, 0.33, 0.28, 0.39, 0.27, 0.39, 0.28, 0.39, 0.37, 0.35, 0.32, 0.39, 0.29, 0.33, 0.41, 0.42, 0.39, 0.38, 0.28, 0.06, 0.29, 0.18, 0.19]
}

=====

No. 4
{
  "formula": "C14H32N7O6P2V",
  "method": "wB97M-V/def2-TZVPD",
  "relative_energy_kj_mol": 132.15,
  "lumo_ev": [-1.84, -1.85],
  "e_homo_ev": [-9.6, -11.2],
  "molar_mass_g_mol": 507.3,
  "spin_multiplicity": 4,
  "total_charge": 1,
  "gap_ev": [7.7, 9.3],
  "symbols": ["V", "P", "P", "O", "O", "O", "O", "O", "O", "N", "N", "N", "N", "N", "N", "N", "C", "C", "C", "C", "C", "C", "C", "C", "C", "C", "C", "C", "C", "C", "H", "H", "H", "H", "H", "H", "H", "H", "H", "H", "H", "H", "H", "H", "H", "H", "H", "H", "H", "H", "H", "H", "H", "H", "H", "H", "H", "H", "H", "H", "H", "H"],
  "coordinates": [[-0.12982, -0.51703, -0.15457], [-0.77562, -2.77873, -1.41367], [1.69828, -1.17843, -2.24597], [3.17038, -1.85653, -2.52277], [-1.85062, -1.79313, -1.66607], [1.39138, -0.14143, -3.23757], [1.69448, -0.80773, -0.78197], [-0.12972, -2.82853, -0.05417], [-1.25302, -4.28763, -1.78547], [-1.06202, 3.74107, -0.80947], [0.17238, 0.22487, 4.07673], [-0.80332, 2.18157, -2.36427], [-0.87942, 1.41677, -0.16517], [1.51988, -3.82493, -1.87417], [-0.37072, -0.47733, 1.81223], [1.47768, -1.21113, 3.02163], [-1.13782, 4.47547, -2.05977], [-1.28352, 1.00717, -3.04657], [-0.97632, 0.92417, 4.59913], [2.06278, -2.05523, 2.02073], [1.15678, -0.18773, 5.06603], [-0.79522, 3.42367, -3.11277], [-0.92982, 2.39707, -1.03177], [0.45838, -2.99343, -3.97757], [2.20848, -0.90583, 4.22973], [0.71998, -2.74813, -2.51617], [-1.31592, 4.51577, 0.37903], [-1.40132, 1.58887, 1.17343], [0.35278, -0.46613, 2.89963], [-1.65402, 0.17107, 1.70083], [-0.16092, -2.17833, -4.35027], [1.26558, -3.69043, -0.85857], [-2.33042, 2.17317, 1.18043], [2.81338, -1.52283, 1.42623], [-2.38992, 4.58477, 0.58733], [0.70238, -0.85623, 5.80813], [3.69858, -1.25603, -3.04607], [-0.64642, 2.05507, 1.82443], [-0.56742, 0.70797, -3.80797], [-2.23012, 0.16507, 2.62943], [-0.42592, 5.30357, -2.04207], [-1.53632, 3.38527, -3.91547], [1.55888, 0.68597, 5.58283], [-2.14242, 4.89317, -2.20367], [1.26708, -2.40853, 1.36963], [-2.19952, -4.30543, -1.91987], [2.57428, -1.82253, 4.69653], [2.53048, -2.90463, 2.52123], [-0.07312, -3.93323, -4.13437], [-2.24692, 1.22207, -3.52237], [-0.65682, 1.43777, 5.50703], [-0.79942, 4.11157, 1.24233], [3.06858, -0.26133, 4.01103], [-1.79412, 0.24637, 4.86673], [-2.23322, -0.38463, 0.94083], [1.20998, -4.75673, -2.16817], [2.52408, -3.67863, -2.04197], [1.38498, -2.99823, -4.55217], [-1.41282, 0.19277, -2.33437], [0.19028, 3.58047, -3.56217], [-1.33712, 1.67837, 3.90263], [-0.94112, 5.52597, 0.20373]],
  "mulliken_charge": [0.43, 0.82, 0.92, -0.61, -0.75, -0.75, -0.55, -0.95, -0.60, 0.04, 0.14, 0.24, -0.11, -0.17, -0.02, 0.13, -0.74, -0.99, -0.91, -0.89, -0.68, -0.61, 0.40, -1.59, -0.71, 0.90, -0.89, -0.67, 0.28, -1.73, 0.29, 0.33, 0.65, 0.30, 0.30, 0.36, 0.35, 0.51, 0.33, 0.56, 0.42, 0.34, 0.42, 0.36, 0.25, 0.36, 0.34, 0.36, 0.44, 0.36, 0.32, 0.32, 0.31, 0.33, 0.36, 0.36, 0.38, 0.44, 0.20, 0.31, 0.30, 0.34]
}